No. 1
C8H10NORhSSe3Te as an isolated structure in a non-equilibrium geometry, computed with the ωB97M-V functional and the def2-TZVPD basis.

Last column: natural (NBO) charge in e.
Geometry (Å):
Rh1 -0.077 -0.152 0.148  0.385
S1 -1.949 -1.522 -0.114  -0.044
C1 -2.752 0.026 -0.021  0.065
C2 -4.099 0.340 -0.178  -0.265
C3 -4.467 1.668 -0.075  -0.141
C4 -3.506 2.648 0.186  -0.285
C5 -2.192 2.254 0.342  0.074
N1 -1.844 0.972 0.237  -0.479
H1 -4.816 -0.445 -0.369  0.232
H2 -5.505 1.950 -0.197  0.222
H3 -3.774 3.690 0.273  0.227
H4 -1.395 2.953 0.561  0.216
Se1 -0.007 -0.332 2.545  -0.119
Se2 2.101 0.647 3.038  -0.187
Te1 2.737 0.555 0.591  0.337
Se3 1.831 -1.622 -0.091  -0.326
C6 -0.275 -1.036 -3.299  -0.749
C7 0.257 0.325 -2.990  0.656
C8 0.842 1.171 -4.083  -0.717
O1 0.263 0.768 -1.852  -0.592
H5 -0.386 -1.209 -4.366  0.223
H6 -1.219 -1.188 -2.776  0.270
H7 0.427 -1.763 -2.881  0.272
H8 0.550 0.835 -5.074  0.225
H9 1.930 1.110 -3.997  0.254
H10 0.560 2.211 -3.931  0.247

frontier orbital gap (spin up / spin down) = 6.35 / 6.35 eV
highest occupied orbital energy (spin up / spin down) = -7.09 / -7.09 eV
spin multiplicity = 1

***

No. 2
An isolated ion of composition C4H6FN2 and charge +1 in a non-equilibrium geometry, computed with the ωB97M-V functional and the def2-TZVPD basis.

Last column: natural (NBO) charge in e.
Geometry (Å):
C1 -1.171 0.347 0.123  -0.392
N1 0.244 0.238 0.051  -0.259
C2 0.738 -0.714 -0.813  -0.083
C3 2.061 -0.775 -0.827  -0.025
N2 2.500 0.064 0.134  0.090
F1 3.762 0.292 0.419  -0.107
C4 1.197 0.764 0.749  0.226
H1 -1.510 -0.455 -0.555  0.236
H2 -1.386 0.116 1.131  0.243
H3 -1.426 1.288 -0.253  0.243
H4 -0.009 -1.064 -1.544  0.257
H5 2.773 -1.171 -1.547  0.287
H6 1.256 1.588 1.488  0.285

frontier orbital gap = 10.33 eV
relative energy (zero: lowest compared OMol25 entry of this formula, charge and spin) = 3.440 eV
net charge = +1
highest occupied orbital energy = -14.65 eV
spin multiplicity = 1
SMILES = Cn1cc[n+](F)c1

***

No. 3
An isolated molecule of C5H10O, computed with the ωB97M-V functional and the def2-TZVPD basis.

Last column: natural (NBO) charge in e.
Geometry (Å):
C1 -0.520 -0.628 -2.244  -0.410
C2 -0.827 -0.018 -1.102  -0.170
C3 0.003 1.057 -0.449  -0.447
C4 1.015 0.499 0.568  -0.403
C5 0.409 -0.536 1.506  -0.068
O1 -0.803 -0.018 2.034  -0.732
H1 -1.140 -1.421 -2.654  0.198
H2 0.374 -0.369 -2.812  0.188
H3 -1.714 -0.324 -0.546  0.200
H4 -0.662 1.752 0.074  0.222
H5 0.545 1.629 -1.211  0.209
H6 1.436 1.329 1.149  0.206
H7 1.852 0.023 0.039  0.206
H8 0.227 -1.461 0.937  0.164
H9 1.123 -0.767 2.312  0.164
H10 -1.317 -0.747 2.400  0.471

frontier orbital gap = 10.52 eV
relative energy (zero: lowest compared OMol25 entry of this formula, charge and spin) = 1.027 eV
highest occupied orbital energy = -9.57 eV
spin multiplicity = 1
SMILES = C=CCCCO

***

No. 4
C22H26BaN2O13 as an isolated structure, computed with the ωB97M-V functional and the def2-TZVPD basis.

Last column: natural (NBO) charge in e.
Geometry (Å):
Ba1 -0.053 0.445 0.175  1.866
O1 0.078 2.541 4.256  -0.730
C1 0.324 1.681 3.402  0.815
O2 -0.434 1.354 2.433  -0.906
C2 1.591 0.827 3.622  -0.352
C3 1.232 -0.661 3.493  0.083
C4 2.220 -1.531 4.277  -0.431
C5 3.473 -1.452 3.373  -0.420
C6 2.971 -0.557 2.237  0.088
O3 1.582 -0.953 2.129  -0.577
C7 2.828 0.912 2.663  -0.354
C8 2.829 1.747 1.337  0.777
O4 3.924 1.703 0.740  -0.773
O5 1.759 2.279 0.978  -0.795
H1 1.907 1.059 4.640  0.206
H2 0.180 -0.887 3.652  0.210
H3 1.851 -2.554 4.360  0.196
H4 2.387 -1.141 5.282  0.200
H5 3.751 -2.437 2.993  0.196
H6 4.341 -1.017 3.869  0.200
H7 3.473 -0.677 1.281  0.226
H8 3.699 1.249 3.228  0.211
O6 1.534 -1.536 -1.290  -0.669
C9 2.524 -1.540 -2.016  0.449
C10 3.219 -0.411 -2.561  -0.340
C11 4.319 -0.683 -3.370  -0.092
C12 5.050 0.334 -3.941  -0.054
C13 4.711 1.691 -3.688  -0.178
C14 3.651 1.995 -2.906  -0.282
C15 2.804 0.966 -2.317  0.506
O7 1.791 1.287 -1.683  -0.680
N1 6.162 0.019 -4.785  0.518
O8 6.451 -1.161 -4.980  -0.455
O9 6.794 0.942 -5.293  -0.450
H9 2.959 -2.517 -2.313  0.098
H10 4.608 -1.710 -3.560  0.224
H11 5.331 2.464 -4.122  0.226
H12 3.387 3.014 -2.660  0.227
C16 -1.269 -3.910 -2.001  -0.626
C17 -1.786 -2.770 -1.130  0.135
C18 -3.006 -3.203 -0.331  -0.610
O10 -0.787 -2.414 -0.170  -0.774
C19 -2.204 -1.573 -2.038  0.770
O11 -2.970 -1.839 -2.981  -0.766
O12 -1.763 -0.437 -1.722  -0.852
H13 -1.029 -4.776 -1.378  0.191
H14 -0.364 -3.599 -2.529  0.208
H15 -2.019 -4.179 -2.742  0.227
H16 -2.765 -4.079 0.276  0.193
H17 -3.826 -3.435 -1.009  0.217
H18 -3.317 -2.396 0.336  0.213
H19 0.076 -2.404 -0.620  0.505
C20 -2.032 0.947 -4.388  -0.423
N2 -2.211 1.850 -3.267  -0.426
C21 -3.536 1.849 -2.684  -0.425
C22 -1.152 2.094 -2.465  0.552
O13 -1.231 2.542 -1.328  -0.687
H20 -2.626 1.284 -5.242  0.170
H21 -2.332 -0.067 -4.101  0.252
H22 -0.982 0.932 -4.678  0.199
H23 -4.266 2.153 -3.439  0.174
H24 -3.557 2.543 -1.849  0.227
H25 -3.769 0.842 -2.324  0.226
H26 -0.185 1.831 -2.916  0.147

frontier orbital gap = 7.12 eV
relative energy (zero: lowest compared OMol25 entry of this formula, charge and spin) = 0.751 eV
net charge = -2
highest occupied orbital energy = -2.88 eV
spin multiplicity = 1

***

No. 5
C34H57N3O2SiV as an isolated structure in a non-equilibrium geometry, computed with the ωB97M-V functional and the def2-TZVPD basis.

Last column: Mulliken spin population.
Geometry (Å):
O1 2.042 -2.169 -1.845  -0.004
O2 0.832 -0.570 -3.492  0.000
C1 3.172 -2.147 -0.967  0.003
C2 3.530 -3.478 -0.343  0.000
H1 2.988 -1.395 -0.181  -0.002
H2 3.993 -1.756 -1.582  0.000
H3 2.947 -3.642 0.567  0.000
H4 4.583 -3.434 -0.058  0.000
H5 3.387 -4.316 -1.033  0.000
C3 0.869 -2.887 -1.397  -0.007
C4 0.402 -3.859 -2.442  0.001
H6 0.079 -2.150 -1.194  0.030
H7 1.083 -3.413 -0.453  0.006
H8 0.081 -3.361 -3.363  0.000
H9 -0.459 -4.409 -2.048  0.000
H10 1.189 -4.584 -2.681  0.000
C5 -0.360 -0.341 -4.264  0.001
C6 1.966 -0.829 -4.349  0.001
C7 -1.556 -0.573 -3.384  0.000
H11 -0.391 -1.023 -5.129  0.000
H12 -0.360 0.691 -4.659  0.000
H13 -1.584 -1.608 -3.023  0.001
H14 -2.472 -0.388 -3.952  0.000
H15 -1.572 0.094 -2.518  0.015
C8 1.928 -2.186 -4.985  0.001
H16 2.842 -0.741 -3.701  0.000
H17 2.037 -0.040 -5.118  0.000
H18 1.935 -2.965 -4.221  0.000
H19 2.823 -2.309 -5.596  0.000
H20 1.058 -2.312 -5.632  0.000
H21 1.062 -0.455 -1.573  0.015
N1 -0.980 -0.299 2.910  -0.052
C9 -1.717 0.153 3.955  0.239
C10 -2.443 1.332 3.899  -0.058
C11 -2.556 2.149 2.780  0.195
C12 -1.778 -0.666 5.208  0.007
H22 -0.786 -0.887 5.620  0.003
H23 -2.311 -1.614 5.052  0.003
H24 -2.327 -0.081 5.954  0.001
C13 -3.602 3.216 2.706  -0.002
H25 -4.230 3.133 1.806  0.002
H26 -3.153 4.218 2.729  0.005
H27 -4.252 3.118 3.584  0.002
N2 -1.705 1.987 1.759  -0.009
C14 -0.474 -1.653 2.936  0.021
C15 0.775 -1.923 3.535  -0.058
C16 1.599 -0.849 4.187  0.044
C17 1.212 -3.243 3.588  0.007
H28 2.181 -3.458 4.045  0.000
C18 0.406 -4.277 3.112  0.008
H29 0.751 -5.307 3.171  0.000
C19 -0.860 -4.005 2.597  0.007
H30 -1.525 -4.809 2.277  0.000
C20 -1.326 -2.696 2.522  -0.121
C21 -2.742 -2.452 2.083  0.043
C22 -1.866 2.640 0.494  -0.070
C23 -1.367 3.938 0.306  0.015
C24 -0.573 4.613 1.386  0.024
C25 -1.645 4.564 -0.907  0.005
H31 -1.277 5.581 -1.061  0.000
C26 -2.372 3.903 -1.906  0.014
H32 -2.577 4.411 -2.855  0.000
C27 -2.836 2.599 -1.706  -0.004
H33 -3.409 2.075 -2.476  0.000
C28 -2.558 1.936 -0.508  -0.086
C29 -2.994 0.523 -0.247  -0.025
V1 -0.354 0.750 1.450  2.661
H34 2.294 -0.360 3.492  0.000
H35 2.206 -1.299 4.985  0.000
H36 0.993 -0.051 4.637  0.000
H37 -2.821 -1.976 1.095  -0.007
H38 -3.319 -1.847 2.799  -0.002
H39 -3.250 -3.423 2.009  0.000
H40 -0.213 5.586 1.034  0.000
H41 0.296 4.023 1.706  -0.004
H42 -1.174 4.790 2.287  -0.002
H43 -3.740 0.465 0.563  0.001
H44 -2.165 -0.160 0.044  0.074
H45 -3.458 0.108 -1.151  0.003
H46 -3.027 1.604 4.776  0.002
C30 0.825 0.373 -0.746  0.020
Si1 1.896 1.829 -1.364  0.029
H47 -0.261 0.572 -0.808  -0.061
H48 1.161 -0.025 0.238  -0.017
C31 3.640 1.235 -1.759  0.003
C32 2.148 3.337 -0.271  0.021
C33 1.087 2.575 -2.893  0.001
H49 1.535 3.561 -3.087  0.000
H50 0.010 2.722 -2.743  0.000
H51 1.235 1.947 -3.780  0.000
H52 4.246 1.231 -0.841  0.001
H53 4.110 1.925 -2.474  -0.001
H54 3.667 0.229 -2.191  0.000
H55 2.580 3.087 0.706  -0.003
H56 1.201 3.863 -0.102  -0.012
H57 2.833 4.048 -0.765  0.001
N3 1.954 2.274 2.910  0.178
C34 1.110 1.690 2.326  -0.107

frontier orbital gap (spin up / spin down) = 7.21 / 8.64 eV
relative energy (zero: lowest compared OMol25 entry of this formula, charge and spin) = 0.000 eV
highest occupied orbital energy (spin up / spin down) = -6.65 / -8.13 eV
spin multiplicity = 4
<S²> = 3.77

***

No. 6
C6H17N2 as an isolated structure in a non-equilibrium geometry, computed with the ωB97M-V functional and the def2-TZVPD basis.

Last column: natural (NBO) charge in e.
Geometry (Å):
C1 -1.016 -0.600 0.326  -0.235
N1 -0.363 -1.747 -0.513  -0.453
C2 1.091 -1.870 -0.568  -0.239
C3 1.535 -3.091 -1.317  -0.641
C4 -0.337 0.668 0.171  -0.216
N2 0.905 0.621 0.849  -0.080
C5 -0.973 3.162 0.069  -0.663
C6 -1.295 1.836 0.665  -0.399
H1 -2.131 -0.681 0.094  0.274
H2 -0.950 -0.834 1.466  0.221
H3 -0.777 -2.695 -0.455  0.409
H4 1.536 -0.913 -0.945  0.216
H5 1.461 -2.084 0.434  0.223
H6 0.948 -3.393 -2.249  0.234
H7 1.285 -4.004 -0.729  0.223
H8 2.622 -3.051 -1.484  0.250
H9 -0.102 0.901 -0.885  0.316
H10 1.607 3.975 2.084  -0.029
H11 1.027 1.569 1.025  0.334
H12 2.251 4.234 1.656  0.030
H13 -1.563 4.135 0.502  0.268
H14 -1.390 3.222 -0.994  0.233
H15 0.051 3.431 -0.015  0.219
H16 -1.280 1.881 1.804  0.244
H17 -2.416 1.555 0.263  0.262

frontier orbital gap = 4.90 eV
relative energy (zero: lowest compared OMol25 entry of this formula, charge and spin) = 8.022 eV
net charge = +1
highest occupied orbital energy = -13.38 eV
spin multiplicity = 1